24
Properties=species:S:1:pos:R:3:forces:R:3:lowdin_charge:R:1 method="wB97M-V/def2-TZVPD" homo_energy_ev=-10.36 e_tot_ha=-425.766149 relative_energy_kj_mol=117.0
C -0.2816 3.1111 0.2017 -0.7 -0.1 0.1 -0.103
C -0.2188 1.9996 -0.8366 -1.0 -0.1 -0.9 -0.288
C 1.0776 1.2018 -0.8486 -0.4 0.9 1.0 -0.202
C 1.2147 0.3231 0.4065 -0.3 -0.3 -2.1 -0.164
C 0.1744 -0.2874 0.9573 0.1 0.8 0.8 -0.012
H 0.1913 2.8983 1.1572 0.4 -0.1 -0.1 0.071
H 0.0973 4.0168 -0.2518 0.5 0.2 0.2 0.068
H -1.3034 3.3651 0.4718 -0.3 -0.1 -0.1 0.069
H -1.0738 1.3095 -0.8724 0.1 -0.1 1.0 0.091
H -0.4809 2.4615 -1.7928 0.9 0.2 -0.3 0.105
H 1.9204 1.8781 -0.7778 0.2 0.4 -0.2 0.101
H 1.1875 0.7110 -1.8093 0.1 -0.7 0.1 0.110
H 2.2580 0.2033 0.6170 0.3 -0.6 0.8 0.092
H -0.7920 0.0877 0.6693 -0.4 -0.4 -0.2 0.054
H 0.1936 -0.9055 1.8461 0.3 -0.1 -0.1 0.060
H 1.7781 -2.1629 0.4660 -0.1 1.3 -0.1 -0.019
H 2.2697 -2.4382 1.9628 -0.1 0.7 -0.1 0.040
O 2.0404 -2.7976 1.1101 0.3 -2.0 0.2 -0.041
H -3.2081 -2.0035 -0.9029 -0.3 0.0 -0.1 0.031
H -1.9044 -1.6407 -1.4924 0.0 0.2 -0.2 0.014
O -2.8321 -1.3762 -1.5309 0.3 -0.2 0.3 -0.066
H -1.0800 -3.0498 1.0629 -0.2 -0.2 0.2 0.026
H -0.2366 -3.2537 -0.1300 0.2 -0.4 -0.1 0.016
O -0.9914 -3.6512 0.3168 -0.1 0.5 -0.1 -0.051


24
Properties=species:S:1:pos:R:3:forces:R:3:lowdin_charge:R:1 method="wB97M-V/def2-TZVPD" spin_multiplicity=2 s_squared=0.753 homo_energy_ev="-15.29 / -15.29" e_tot_ha=-425.279925 total_charge=+1 relative_energy_kj_mol=506.7
C -1.0498 -1.1939 0.1323 2.4 -3.9 4.0 -0.145
O -1.8121 -1.0757 1.2513 2.6 -4.3 -0.4 0.104
C 0.3659 -1.4998 0.5925 0.8 0.3 0.1 -0.116
C 1.0074 -0.2970 1.3115 -1.0 0.9 -1.1 -0.166
C 1.4306 0.8249 0.3312 0.8 -0.5 0.7 -0.230
C 2.6761 0.4548 -0.4649 -0.5 -1.4 -0.6 -0.081
H -1.4157 -1.9086 -0.6067 -0.4 1.0 -0.9 0.190
H -0.9686 -0.1602 -0.3949 -4.3 -5.6 -3.3 0.049
H -2.1894 -0.2922 1.1273 -4.1 5.5 0.0 0.014
H 0.2688 -2.2841 1.3411 -0.2 -0.3 -0.2 0.146
H 1.0405 -1.8156 -0.1904 -0.2 -0.4 -0.4 0.117
H 0.2216 0.1136 1.9464 0.3 0.0 0.5 0.120
H 1.8805 -0.5347 1.8933 0.1 -0.5 0.3 0.125
H 0.6047 1.0920 -0.3608 0.3 0.6 0.1 0.089
H 1.6965 1.6574 0.9833 -0.6 0.5 -0.3 0.125
H 3.4940 0.1645 0.1948 0.1 0.5 0.0 0.092
H 2.9845 1.1272 -1.2597 0.1 0.5 0.4 0.083
H 2.4659 -0.4705 -1.0097 0.0 -0.1 -0.1 0.067
H -3.7193 1.5779 -0.3010 -0.6 0.3 0.3 0.078
H -2.4500 1.1313 -0.9732 0.4 0.5 -1.0 -0.044
O -2.9811 0.9825 -0.2081 -0.4 -0.5 1.2 -0.005
H -0.6852 0.3828 -0.2641 4.0 6.6 2.1 0.200
H -1.6092 1.1672 -2.9762 0.5 -0.3 0.7 0.118
O -1.2567 0.8562 -2.0951 -0.1 0.5 -2.0 0.069


25
Properties=species:S:1:pos:R:3:forces:R:3:lowdin_charge:R:1 method="wB97M-V/def2-TZVPD" spin_multiplicity=2 s_squared=0.750 homo_energy_ev="-2.49 / -9.42" e_tot_ha=-385.214362 relative_energy_kj_mol=393.6
C 0.6812 1.4036 0.5758 1.1 0.3 0.4 -0.187
N 0.3969 0.2959 1.5779 0.8 2.3 1.7 -0.168
C -0.7175 0.5057 2.5830 -1.9 -1.8 -3.7 -0.127
C 0.9683 0.6048 -0.7729 0.7 -0.1 0.6 -0.281
N -0.0811 -0.5287 -0.8281 -0.5 1.6 -4.1 -0.092
C 0.4324 -1.7654 -0.3760 -0.7 -3.6 4.5 -0.216
C 1.2124 1.4777 -2.0872 -3.2 -0.2 1.8 -0.086
H 1.5587 2.1269 0.8695 -0.9 -1.8 -0.6 0.132
H -0.1071 2.2012 0.5232 0.0 -1.4 -0.2 0.111
H 1.2419 0.0844 2.1634 -0.8 0.6 -1.1 0.120
H -1.4557 -0.3144 2.2234 0.6 1.3 0.9 0.072
H -0.4343 0.2180 3.5441 0.6 0.0 1.6 0.038
H -1.3068 1.4399 2.5271 0.9 -0.2 0.1 0.074
H 1.9189 -0.0207 -0.5959 -1.3 1.2 -0.2 0.148
H -0.2777 -0.6608 -1.8988 0.0 0.2 0.9 0.090
H -1.0530 -0.3405 -0.5164 0.5 0.1 0.4 0.094
H 1.0709 -2.3403 -1.0665 -0.1 0.8 0.3 0.079
H 0.7811 -1.4899 0.6552 1.0 -0.7 -1.4 0.076
H -0.3477 -2.5454 0.0981 0.9 1.8 -2.0 0.109
H 1.6298 2.3547 -1.6648 1.0 1.0 0.0 0.047
H 1.8166 0.9965 -2.7900 1.1 -0.7 -0.9 0.034
H 0.2971 1.8511 -2.6386 0.7 -0.8 0.9 0.079
H -2.4707 -2.4757 -0.4514 0.5 -3.0 1.2 -0.018
H -3.3103 -1.4507 -0.8537 -5.3 1.7 -0.7 -0.033
O -2.4443 -1.6279 -0.8002 4.4 1.3 -0.5 -0.098


25
Properties=species:S:1:pos:R:3:forces:R:3:lowdin_charge:R:1 method="wB97M-V/def2-TZVPD" spin_multiplicity=2 s_squared=0.751 homo_energy_ev="-3.17 / -9.37" e_tot_ha=-385.241780 relative_energy_kj_mol=321.6
N 1.7739 -0.4227 -0.8107 -1.7 1.4 0.5 0.044
C 0.6283 -0.8549 0.0953 0.8 -1.9 0.6 -0.435
C 0.4687 -2.3318 -0.2731 -2.1 -0.3 -3.2 -0.134
C -0.6377 -0.1261 -0.2683 1.3 2.3 0.0 -0.175
N -0.1287 1.2957 -0.4448 -1.3 0.6 0.3 -0.268
C -0.3892 1.9308 -1.7641 -1.4 1.8 0.4 -0.143
C -0.8391 2.1187 0.5375 -2.7 -0.9 1.4 -0.143
H 1.3677 -0.4230 -1.8231 0.7 -0.5 0.3 0.056
H 1.9939 0.6055 -0.6584 0.3 -1.2 0.3 0.095
H 2.4883 -1.1436 -0.6021 1.1 0.4 -0.5 0.037
H 0.9593 -0.7311 1.1739 -0.6 0.2 -1.4 0.134
H 0.4423 -2.2980 -1.5184 0.2 -0.6 3.2 0.118
H 1.0588 -3.1547 0.0833 1.3 0.3 0.1 0.045
H -0.5325 -2.6970 0.0047 -0.1 0.5 0.0 0.072
H -1.0942 -0.4335 -1.1884 0.0 -0.6 -0.6 0.108
H -1.4135 -0.1742 0.5034 0.3 -0.1 0.1 0.118
H -1.4799 1.9583 -2.0839 1.0 -0.6 0.3 0.101
H -0.1931 3.0180 -1.6624 0.0 -0.4 0.4 0.076
H 0.2513 1.7476 -2.6097 0.3 -1.3 -0.1 0.036
H -0.8964 1.8591 1.6225 1.7 -0.7 -0.5 0.080
H -1.9733 1.8561 0.4599 1.2 1.5 -0.8 0.107
H -0.5736 3.1709 0.5721 -0.2 0.1 -0.7 0.076
H -0.3759 -0.9186 3.9198 -0.6 -0.1 -0.1 0.042
H -0.0705 -2.1978 3.2586 -0.2 -0.4 -0.2 0.026
O -0.8346 -1.6539 3.4766 0.8 0.5 0.2 -0.072